The following is a quantum chemistry calculation of C26H48NO21S5V as an isolated structure at a distorted geometry, from OMol25.

Computed properties:
**Relative energy (zero: lowest compared OMol25 entry of this formula, charge and spin)**: 0.000 eV
**Calculated total energy**: -152085.9205 eV
**Frontier orbital gap**: 8.6 eV
**Highest occupied orbital energy**: -0.3228 Eh
**Multiplicity**: 1
**Total charge**: 0

Structure (XYZ):
```
102
Properties=species:S:1:pos:R:3:forces:R:3:lowdin_charge:R:1
O 0.03102 0.88236 -1.79755 0.50 -0.17 -1.17 -0.274
V -0.62686 0.94929 -0.40172 -0.77 1.05 1.79 0.877
O 0.35679 1.80305 0.52552 -0.93 -0.23 -0.85 -0.305
N -3.33682 2.13704 -1.40195 -0.58 0.19 -0.89 -0.530
O -3.38649 1.20728 -2.21562 0.14 0.24 0.44 0.006
O -4.26121 2.91862 -1.20488 0.79 -0.72 0.10 0.060
O -2.22345 2.34622 -0.76307 0.96 -0.50 0.65 -0.131
C -0.95359 4.01696 3.07874 0.47 1.40 1.53 -0.161
C -0.54852 4.76761 1.82992 -0.43 -0.70 -0.81 -0.141
O -1.52552 5.82281 1.67079 -0.67 -0.11 0.79 -0.187
S -2.90075 5.45339 2.44649 0.76 0.59 0.34 0.651
O -3.92503 5.11728 1.50896 0.35 0.51 0.80 -0.222
O -3.07166 6.42951 3.50477 -0.10 -1.32 -1.50 -0.240
O -2.38294 4.06261 3.06550 -0.61 -0.39 -0.44 -0.228
H -0.71005 4.57284 3.99468 0.50 0.10 -0.23 0.131
H -0.53597 3.02553 3.23403 -0.43 -0.26 -0.66 0.130
H -0.67674 4.10956 0.97004 0.26 -0.04 -0.06 0.110
H 0.44476 5.20247 1.83146 -0.03 0.07 0.19 0.129
O -2.01816 0.58947 1.32678 -0.78 -0.71 0.55 -0.358
S -3.36797 0.12183 1.64457 0.34 1.51 0.54 0.669
O -4.19615 -0.40627 0.60383 0.30 0.29 0.94 -0.241
O -3.25976 -1.00504 2.76704 -0.05 0.00 -1.09 -0.224
C -2.57107 -0.75938 3.98117 -0.60 0.49 3.04 -0.295
C -2.20787 -2.07068 4.68360 0.39 0.59 -0.66 -0.052
C -4.13580 1.49998 2.54949 -0.33 -0.88 -0.13 -0.065
H -3.25174 -0.30598 4.72105 -0.52 0.10 -0.57 0.118
H -1.79463 0.00506 3.98327 0.55 -0.54 -1.03 0.118
H -3.09803 -2.59698 5.02177 -0.06 -0.22 -0.49 0.083
H -1.67000 -1.84107 5.60386 0.25 0.14 -0.17 0.090
H -1.56398 -2.63239 4.01003 -0.09 -0.45 0.31 0.054
H -3.62312 1.71039 3.48595 0.45 -0.13 -0.26 0.064
H -5.13769 1.17204 2.82807 -0.09 0.03 -0.32 0.083
H -4.15114 2.39360 1.92930 0.05 -0.13 -0.24 0.066
O 0.35170 -1.33278 3.00757 0.10 -0.15 -1.17 -0.249
S 0.68836 -1.74731 1.66909 1.06 -0.56 -0.59 0.649
O 0.65580 -0.87189 0.52248 -0.26 0.17 0.67 -0.304
O 2.21367 -2.31190 1.62352 -1.32 0.85 0.23 -0.233
C 2.62053 -3.11683 2.71543 1.24 -1.96 1.55 -0.288
C 2.90359 -4.54516 2.24310 -0.56 -0.01 -1.15 -0.057
C -0.21321 -3.20331 1.22713 -0.59 -0.32 0.81 -0.097
H 1.93122 -3.14092 3.56085 -0.35 0.40 -0.27 0.116
H 3.57368 -2.79747 3.14288 -0.15 0.85 -0.35 0.123
H 3.54359 -4.44315 1.36273 -0.13 -0.22 -0.09 0.077
H 1.97113 -5.03916 1.95344 0.09 0.03 -0.23 0.066
H 3.39898 -5.25666 2.90111 0.08 0.58 0.57 0.082
H 0.16314 -3.70268 0.33954 0.26 0.34 -0.07 0.086
H -1.26315 -2.94262 1.09055 0.07 0.26 -0.07 0.065
H -0.18371 -3.87271 2.08958 0.17 -0.03 -0.06 0.076
O -1.83915 -0.95347 -0.77473 0.34 -0.16 0.01 -0.358
S -1.52763 -1.95277 -1.77617 -0.47 -0.87 -2.15 0.652
O -0.17150 -2.32411 -2.05513 -0.79 -0.05 0.77 -0.243
O -2.32641 -3.30243 -1.37137 1.11 1.01 -0.18 -0.250
C -3.68191 -3.24585 -0.90298 -0.50 -0.84 0.75 -0.257
C -3.97549 -4.59748 -0.29308 0.30 -0.58 0.27 -0.065
C -2.33432 -1.57135 -3.34668 0.14 0.20 1.12 -0.066
H -4.38538 -3.07668 -1.71925 0.22 0.32 -0.10 0.127
H -3.84207 -2.53422 -0.09326 0.41 0.49 -0.48 0.093
H -4.00797 -5.42382 -1.00494 -0.50 0.25 -0.21 0.082
H -4.88827 -4.48302 0.29424 -0.13 -0.39 -0.24 0.088
H -3.19633 -4.93882 0.39491 0.07 0.51 0.17 0.076
H -3.39984 -1.55867 -3.12557 -0.03 0.12 -0.19 0.067
H -2.05831 -2.34686 -4.05309 0.07 -0.05 0.06 0.084
H -2.00220 -0.58608 -3.66559 0.07 -0.02 0.04 0.059
O 0.22822 0.08098 -5.33401 0.00 0.79 -0.12 -0.292
S 0.56437 1.48106 -5.21907 -0.03 0.84 0.38 0.616
O 1.60257 1.87861 -4.30590 -0.44 -0.26 -0.70 -0.279
O 0.88656 2.08953 -6.69785 -0.37 -0.39 1.03 -0.255
C 1.69040 1.28982 -7.54891 0.52 -1.37 -0.93 -0.299
C 1.45925 1.69654 -8.98362 -0.22 0.40 -0.44 -0.076
C -0.90811 2.47075 -4.89881 0.50 -0.19 0.34 -0.098
H 1.46043 0.22146 -7.46635 -0.42 0.18 0.32 0.112
H 2.75491 1.32373 -7.29867 -0.09 0.59 0.19 0.126
H 2.07740 1.10543 -9.66117 0.33 0.16 0.18 0.080
H 1.65105 2.76273 -9.11641 0.21 -0.07 -0.11 0.079
H 0.44701 1.52397 -9.35636 -0.16 -0.05 0.50 0.079
H -1.67171 2.18212 -5.61344 -0.10 0.00 0.12 0.073
H -0.70839 3.54089 -4.91665 0.39 -0.11 -0.52 0.077
H -1.18171 2.30029 -3.85590 -0.14 -0.57 -0.12 0.050
C 2.63672 2.74102 4.42162 0.10 0.23 0.88 -0.109
C 2.80150 1.40196 4.74577 -0.06 -0.42 -0.69 -0.090
C 3.00871 0.49144 3.71343 0.53 0.10 0.71 -0.099
C 3.18516 0.90343 2.39908 -1.52 -0.54 0.41 -0.075
C 2.96694 2.23837 2.09798 0.65 0.15 -0.02 -0.086
C 2.79755 3.17634 3.12292 -0.88 -0.52 -1.02 -0.095
H 2.31079 3.43076 5.19360 0.32 0.12 0.00 0.100
H 2.73304 0.99407 5.74527 -0.24 0.37 0.15 0.099
H 2.98785 -0.55510 3.99683 0.25 -0.06 -0.28 0.085
H 3.14120 0.10893 1.66278 0.50 0.36 -0.40 0.091
H 2.87854 2.53098 1.06002 0.20 0.15 0.03 0.099
H 2.56509 4.19091 2.82473 0.19 0.14 0.25 0.094
C 5.61102 -2.11725 -1.13568 -1.02 -0.46 -0.30 -0.102
C 4.42161 -2.81619 -1.34479 0.55 0.11 0.27 -0.108
C 3.23939 -2.11363 -1.47491 -0.45 0.80 -0.51 -0.089
C 3.26922 -0.71744 -1.57911 -0.06 0.11 -0.01 -0.067
C 4.46627 -0.01318 -1.50386 -0.09 -0.35 1.56 -0.079
C 5.59483 -0.72725 -1.16410 1.54 -0.80 0.35 -0.111
H 6.44786 -2.76893 -0.91784 0.47 0.64 0.05 0.095
H 4.52401 -3.89497 -1.31310 -0.58 -0.06 -0.04 0.095
H 2.25019 -2.55103 -1.51277 0.15 -0.38 -0.06 0.082
H 2.34577 -0.15517 -1.62975 -0.10 -0.13 -0.22 0.086
H 4.52408 1.05075 -1.31020 -0.37 0.14 -0.66 0.105
H 6.50202 -0.25559 -0.79702 -0.07 0.39 -0.44 0.099
```
Forces are in eV/Å.

The following is a quantum chemistry calculation of C13H21AuClIN4O as an isolated structure at a distorted geometry, from OMol25.

Computed properties:
**Calculated total energy**: -46139.0554 eV
**Frontier orbital gap (alpha / beta)**: 1.9 / 5.0 eV
**Highest occupied orbital energy (alpha / beta)**: 0.1001 / -0.0142 Eh
**Multiplicity**: 3
**⟨S²⟩**: 2.025
**Total charge**: -2

Structure (XYZ):
```
42
Properties=species:S:1:pos:R:3:forces:R:3:lowdin_spin:R:1
C -2.91626 1.66439 -1.56880 -0.93 -0.71 -0.50 0.036
I 0.25849 -1.87966 -3.15038 0.04 -1.94 -2.84 0.890
H -3.09292 0.94183 -2.36453 -0.16 -0.03 -0.09 0.007
H -2.89169 2.65148 -2.03490 0.06 0.23 0.10 0.008
H -3.75324 1.61846 -0.81608 0.81 0.05 -0.85 0.003
C -1.63039 -2.77852 2.48399 0.43 0.73 -0.17 0.000
C -1.47079 -3.80908 1.64166 0.30 -0.02 -0.24 0.005
N -1.09684 -3.28473 0.40739 -0.62 -0.04 0.82 0.002
C -1.10831 -1.93661 0.43495 0.28 0.42 0.82 0.013
N -1.33878 -1.62084 1.75374 -0.54 -1.23 -0.17 0.000
H -1.88131 -2.75272 3.53378 0.05 0.02 -0.15 0.000
H -1.55580 -4.86340 1.81660 -0.03 -0.14 -0.05 0.001
C 1.24899 3.34526 -1.32650 0.09 -0.40 -0.66 0.027
C -0.12029 1.52832 -1.44113 -2.26 -0.41 0.35 0.145
N 0.55905 2.40026 -0.60304 0.86 0.88 0.56 0.128
H 1.51653 3.51061 -3.51566 -0.19 -0.04 0.15 0.005
N 0.22310 1.97990 -2.72492 0.08 0.57 -0.46 0.125
H 1.80091 4.13765 -0.85816 0.13 -0.03 0.09 0.003
Au -0.44363 -0.57676 -1.02561 0.23 1.57 2.02 0.011
C -1.66305 1.35785 -0.82511 1.40 0.21 0.28 0.223
O -1.72349 1.63437 0.41181 -0.85 0.17 -0.35 0.202
C 1.07912 3.05681 -2.63726 0.02 0.34 0.51 0.036
C 0.13236 1.28275 -3.99046 0.53 -0.33 -0.08 0.023
H 0.84009 0.43013 -3.97825 -0.68 0.42 -0.18 0.006
H 0.48695 1.96919 -4.77627 -0.52 -0.08 0.22 0.007
H -0.88694 0.92594 -4.16033 0.31 -0.03 -0.17 0.005
C 0.75176 2.27851 0.82154 0.44 -0.02 0.36 0.021
H 1.20511 3.21971 1.15902 0.08 -0.25 0.01 0.000
H 1.41093 1.42321 1.03528 -0.12 0.29 0.04 0.006
H -0.21179 2.13433 1.30616 0.43 0.10 0.01 0.005
C -1.14023 -0.33733 2.39932 0.03 0.62 0.11 0.005
H -1.63561 -0.38328 3.38399 0.21 0.04 -0.31 0.000
H -1.57578 0.47626 1.78924 0.23 -0.56 0.34 0.001
H -0.05315 -0.13430 2.53110 -0.71 -0.27 -0.08 0.001
C -0.67741 -4.14399 -0.68291 -0.35 -0.10 0.17 0.018
H -1.30963 -4.00354 -1.55517 0.17 0.01 -0.07 0.003
H -0.78140 -5.14408 -0.27817 -0.02 -0.37 -0.24 0.004
H 0.36226 -3.97637 -0.94111 -0.02 0.19 -0.13 0.002
Cl 2.13842 -1.06443 1.14327 0.84 0.05 2.09 0.003
C 1.66979 -1.09741 -0.53968 -0.36 0.11 -0.96 0.013
H 2.27551 -0.36530 -1.07929 0.22 -0.39 0.04 0.002
H 1.86352 -2.12648 -0.83938 0.11 0.34 -0.30 0.003
```
Forces are in eV/Å.

The following is a quantum chemistry calculation of C36H30BrN3O5PbSi as an isolated structure at a distorted geometry, from OMol25.

Computed properties:
**Relative energy (zero: lowest compared OMol25 entry of this formula, charge and spin)**: 0.000 eV
**Calculated total energy**: -135698.2629 eV
**Frontier orbital gap**: 5.8 eV
**Highest occupied orbital energy**: -0.0564 Eh
**Multiplicity**: 1
**Total charge**: -2

Structure (XYZ):
```
77
Properties=species:S:1:pos:R:3:forces:R:3:lowdin_charge:R:1
Pb 0.85684 1.08888 -1.60059 -0.53 0.23 -0.17 1.458
C 2.86852 -2.13415 -4.53571 0.90 -0.25 -0.51 -0.067
C 1.70857 -1.49900 -3.87580 -0.84 1.07 0.76 -0.542
O 2.04804 -0.58739 -3.03929 -0.46 -0.59 -0.43 -0.253
C 0.43418 -1.85560 -4.29926 -0.36 1.19 1.02 -0.060
C -0.82648 -1.27020 -3.88676 1.00 0.46 0.08 -0.326
C -2.09418 -1.73419 -4.63047 2.37 0.23 -0.76 -0.061
N -0.88445 -0.37778 -2.92432 -1.13 -1.05 -1.02 -0.034
N -2.24986 -0.12920 -2.65215 0.40 0.83 0.43 0.032
C -2.35699 0.61114 -1.58685 -0.54 -0.51 0.49 -0.507
O -1.43033 1.07622 -0.84950 0.38 0.12 0.16 -0.224
C -3.75560 0.75048 -1.02756 -0.69 0.00 -1.75 -0.137
C -3.93983 1.11239 0.26417 -0.03 -0.19 1.63 -0.048
C -5.19605 1.00916 0.86718 0.41 0.82 2.54 -0.118
C -6.32535 0.65671 0.18932 -0.48 0.01 -0.27 -0.139
C -6.18240 0.43361 -1.18394 -0.06 -0.49 0.56 -0.124
C -4.93074 0.46208 -1.75967 0.71 -0.95 -1.88 -0.044
H 3.62265 -2.27897 -3.76838 0.18 -0.38 0.11 0.065
H 2.65951 -3.06640 -5.09297 0.13 0.55 0.14 0.074
H 3.28830 -1.33178 -5.16095 0.00 -0.47 -0.29 0.082
H 0.39896 -2.58423 -5.05276 -0.15 -0.93 -0.94 0.047
H -1.70849 -2.46827 -5.36289 -0.55 0.42 -0.05 0.058
H -2.68609 -2.24357 -3.93432 -1.29 -0.59 0.92 0.039
H -2.62706 -0.88945 -5.08942 0.14 -0.40 0.21 0.073
H -3.07248 1.31192 0.87682 0.10 0.23 0.00 0.114
H -5.26146 1.21314 1.98569 0.11 -0.27 -1.52 0.115
H -7.28404 0.52353 0.71660 0.49 0.15 -0.41 0.094
H -7.04405 0.06049 -1.70758 -0.16 0.11 -0.54 0.080
H -4.80177 0.09713 -2.82862 -0.15 0.70 1.43 0.122
Br -1.27751 4.08568 -4.38004 -0.01 0.11 0.40 0.643
C -1.78165 4.44713 -2.55810 -0.10 -0.63 2.01 -0.710
C -2.95164 5.17646 -2.28699 0.76 -0.14 0.35 -0.123
C -3.23608 5.31014 -0.92483 -0.28 -0.06 -0.65 -0.092
C -2.41717 4.81479 0.05359 -0.14 0.55 1.57 -0.043
C -1.31079 4.08759 -0.28430 1.13 -1.25 -0.83 -0.173
N -1.04235 3.87183 -1.57867 -0.25 0.75 -1.88 0.083
C -0.28359 3.52285 0.81590 -0.32 1.63 -1.39 -0.648
O -0.37782 4.15255 1.86814 -0.31 -0.03 1.01 -0.020
O 0.59200 2.73345 0.43852 0.05 -0.63 -0.17 -0.156
H -3.58552 5.69043 -3.01431 0.37 -0.54 0.00 0.091
H -4.15864 5.76486 -0.64201 -0.47 0.57 0.15 0.088
H -2.53924 5.03475 1.12567 -0.27 -0.26 -0.61 0.119
O 1.67998 -0.20264 -0.04137 -0.44 -0.25 0.26 -0.483
Si 2.12549 -0.81244 1.34806 0.28 1.00 0.33 0.444
C 3.31500 0.35071 2.24738 -1.68 1.79 0.46 -0.195
C 4.42050 -0.00876 2.93900 0.33 0.04 -0.09 -0.147
C 5.13340 0.83222 3.74646 1.53 0.57 1.78 -0.134
C 4.72830 2.13640 3.96162 -0.48 1.25 -0.50 -0.112
C 3.61114 2.62592 3.23252 0.92 -4.84 0.04 -0.054
C 2.87299 1.68822 2.47757 0.67 -0.08 -0.52 -0.034
C 0.72483 -1.07851 2.61906 -0.46 -0.54 -0.32 -0.189
C -0.58713 -1.00438 2.13583 -0.06 -0.56 -0.42 -0.070
C -1.71542 -1.37150 2.88972 1.53 -0.08 0.85 -0.085
C -1.55307 -1.76119 4.22550 0.69 0.32 -0.14 -0.101
C -0.22507 -1.74586 4.72800 -0.71 -0.72 1.48 -0.137
C 0.88664 -1.49282 3.95792 1.05 1.54 -0.51 -0.114
C 2.99695 -2.42789 0.99745 -0.34 -0.23 -0.52 -0.202
C 3.52303 -3.32897 1.90341 -0.51 0.40 1.81 -0.136
C 3.93825 -4.58719 1.55702 0.52 -1.16 -0.39 -0.125
C 3.91176 -4.99362 0.20455 -0.15 1.02 0.49 -0.102
C 3.42221 -4.07973 -0.74699 -0.45 -0.56 0.61 -0.082
C 2.92602 -2.83852 -0.33438 0.66 -0.18 -0.21 -0.069
H 4.69093 -1.00015 2.86618 1.07 -2.13 -0.11 0.057
H 6.02367 0.45730 4.30502 -0.77 0.20 -0.49 0.100
H 5.23234 2.82286 4.68183 -0.20 -0.72 -0.69 0.095
H 3.25265 3.55178 3.39136 -1.17 3.14 0.37 0.053
H 1.94904 1.93901 1.98071 -0.16 0.68 0.00 0.071
H -0.73500 -0.75377 1.07931 -0.01 0.17 0.36 0.095
H -2.64180 -1.36191 2.38845 -1.16 0.05 -0.27 0.077
H -2.40281 -2.02894 4.89267 0.73 0.24 -0.66 0.094
H -0.05129 -1.97126 5.80198 -0.28 0.09 -0.72 0.091
H 1.91619 -1.35126 4.40189 -1.24 -0.64 -0.28 0.114
H 3.49032 -3.09269 2.99236 0.13 -0.06 -0.83 0.105
H 4.24392 -5.25848 2.38411 -0.03 0.25 -0.81 0.096
H 4.26714 -5.97729 -0.06613 -0.08 -0.10 -0.14 0.078
H 3.25061 -4.38427 -1.77761 0.36 0.05 0.07 0.093
H 2.52047 -2.13958 -1.05298 -0.15 -0.04 -0.19 0.079
```
Forces are in eV/Å.